[1]
A 2-piece molecular cluster, C3H10N3O overall. Source: OMol25; level of theory: the ωB97M-V functional and the def2-TZVPD basis.

Positions of all 17 atoms, in Å:
C 1.09 -1.44 0.23
C 1.22 -0.04 0.87
C -1.30 1.21 0.05
N -1.10 0.72 -1.06
N -1.96 1.98 0.84
N 0.61 -1.30 -1.17
O 0.06 0.42 1.41
H 2.04 -1.96 0.24
H 0.36 -2.01 0.80
H 1.94 -0.10 1.70
H 1.64 0.66 0.13
H -0.16 -0.50 -1.17
H -1.55 1.05 -1.90
H -2.81 2.43 0.55
H -1.67 2.04 1.81
H 1.37 -1.00 -1.78
H 0.22 -2.18 -1.53

Summary:
HOMO-LUMO gap = 9.613 eV
charge = +1

Here are the Löwdin charges for atoms 1 to 8, given in e: number 1, C, carries -0.135; number 2, C, carries -0.338; number 3, C, carries -0.205; number 4, N, carries 0.136; number 5, N, carries 0.208; number 6, N, carries 0.137; number 7, O, carries -0.143; number 8, H, carries 0.129

[2]
The molecule C25H33N5O5. Source: OMol25; level of theory: the ωB97M-V functional and the def2-TZVPD basis.

Positions of all 68 atoms, in Å:
C 3.23 -3.98 -1.21
C 1.86 -3.52 -0.73
C 0.89 -3.35 -1.89
H 0.65 -4.33 -2.32
H 1.37 -2.75 -2.67
C -0.42 -2.68 -1.46
N -0.20 -1.32 -1.01
C -0.29 -0.89 0.25
O -0.01 0.25 0.60
C -0.77 -1.89 1.31
N -0.66 -1.30 2.61
C -1.28 -0.21 3.12
C -2.27 0.66 2.65
C -2.65 1.67 3.49
C -2.08 1.83 4.77
C -1.11 0.98 5.24
C -0.70 -0.06 4.40
N 0.21 -1.05 4.55
N 0.23 -1.76 3.50
H -0.67 1.10 6.22
H -2.42 2.64 5.39
H -3.40 2.37 3.17
H -2.69 0.55 1.66
H -0.15 -2.79 1.33
H -1.82 -2.15 1.11
C 0.13 -0.35 -2.07
C -0.68 0.92 -1.94
C -0.12 2.17 -2.16
C -0.86 3.34 -2.07
C -2.21 3.26 -1.74
C -2.80 2.01 -1.55
C -2.06 0.85 -1.66
O -2.59 -0.40 -1.51
C -3.98 -0.52 -1.29
H -4.18 -1.59 -1.25
H -4.28 -0.06 -0.34
H -4.55 -0.07 -2.10
H -3.85 2.00 -1.31
O -3.05 4.32 -1.60
C -2.52 5.62 -1.78
H -2.14 5.76 -2.80
H -1.72 5.83 -1.06
H -3.35 6.30 -1.61
H -0.38 4.28 -2.25
H 0.92 2.24 -2.42
C 1.66 -0.12 -2.12
O 2.31 -0.50 -3.07
N 2.16 0.50 -1.05
H 1.51 0.77 -0.31
C 3.57 0.76 -0.89
C 4.26 -0.16 0.13
O 4.15 0.23 1.47
C 2.93 -0.10 2.10
H 2.10 0.51 1.75
H 3.08 0.09 3.17
H 2.69 -1.16 1.96
H 5.34 -0.15 -0.07
H 3.90 -1.19 -0.01
H 3.71 1.80 -0.56
H 4.03 0.62 -1.87
H -0.14 -0.83 -3.02
H -1.11 -2.64 -2.31
H -0.89 -3.26 -0.67
H 1.97 -2.56 -0.21
H 1.47 -4.24 -0.01
H 3.92 -4.09 -0.38
H 3.64 -3.26 -1.91
H 3.15 -4.94 -1.72

Summary:
structure (SMILES) = CCCCN(C(=O)Cn1nnc2ccccc21)[C@H](C(=O)NCCOC)c1ccc(OC)cc1OC
HOMO-LUMO gap = 8.852 eV

Here are the Löwdin charges for atoms 1 to 8, given in e: number 1, C, carries -0.103; number 2, C, carries -0.261; number 3, C, carries -0.170; number 4, H, carries 0.121; number 5, H, carries 0.102; number 6, C, carries -0.144; number 7, N, carries -0.011; number 8, C, carries -0.405

[3]
C50H40Cl3F4N7W as an isolated structure. Source: OMol25; level of theory: the ωB97M-V functional and the def2-TZVPD basis.

Positions of all 105 atoms, in Å:
W -0.71 -0.44 -0.47
C -2.80 -1.07 2.76
C -2.08 -2.34 2.31
C -2.20 -2.75 0.85
C -0.65 -2.40 2.80
C -0.35 -3.39 3.73
C 0.92 -3.52 4.25
C 1.91 -2.66 3.83
C 1.69 -1.64 2.90
C 2.95 -0.89 2.51
C 3.31 -1.08 1.05
C 3.08 0.57 2.94
C 0.37 -1.51 2.40
N 0.05 -0.45 1.47
C 0.05 0.80 1.88
C 0.05 1.89 0.85
N -0.03 1.53 -0.40
C 0.43 2.42 -1.44
C 1.77 2.84 -1.42
C 2.16 3.77 -2.38
C 1.29 4.24 -3.34
C 0.00 3.76 -3.38
C -0.46 2.83 -2.45
C -1.89 2.37 -2.57
C -2.75 2.86 -1.41
C -2.00 0.89 -2.93
C 2.84 2.28 -0.51
C 3.88 1.54 -1.35
C 3.51 3.36 0.34
C 0.16 3.16 1.56
C 0.20 4.48 1.18
C 0.23 5.46 2.19
C 0.22 5.14 3.53
C 0.17 3.78 3.94
C 0.13 3.29 5.27
C 0.05 1.93 5.52
C 0.03 0.98 4.48
C 0.07 1.43 3.18
C 0.14 2.83 2.93
H -3.86 -1.13 2.52
H -2.40 -0.15 2.34
H -2.73 -0.99 3.84
H -2.59 -3.16 2.84
H -1.51 -2.15 0.19
H -3.21 -2.65 0.45
H -1.84 -3.76 0.70
H -1.14 -4.06 4.03
H 1.14 -4.30 4.96
H 2.91 -2.79 4.22
H 3.72 -1.41 3.09
H 2.64 -0.53 0.40
H 3.29 -2.14 0.77
H 4.32 -0.71 0.86
H 2.47 1.24 2.34
H 4.12 0.87 2.79
H 2.84 0.72 3.99
H 3.19 4.11 -2.38
H 1.63 4.96 -4.07
H -0.68 4.10 -4.15
H -2.29 2.87 -3.46
H -2.39 2.54 -0.43
H -3.79 2.55 -1.52
H -2.74 3.95 -1.41
H -1.37 0.25 -2.26
H -1.56 0.70 -3.91
H -3.02 0.51 -2.92
H 2.39 1.54 0.15
H 4.38 2.21 -2.05
H 3.44 0.73 -1.92
H 4.65 1.13 -0.70
H 4.06 4.06 -0.28
H 4.23 2.90 1.01
H 2.80 3.92 0.93
H 0.22 4.78 0.14
H 0.27 6.50 1.91
H 0.25 5.92 4.28
H 0.15 3.98 6.10
H 0.02 1.59 6.54
H -0.01 -0.07 4.72
F -0.35 -1.67 -3.83
C -0.38 -3.00 -3.97
C -0.85 -3.54 -5.10
F -1.26 -2.74 -6.07
C -0.93 -4.98 -5.31
C -0.45 -5.78 -4.17
C 0.02 -5.22 -3.04
F 0.43 -6.00 -2.05
C 0.09 -3.79 -2.84
C 0.55 -3.21 -1.71
C 0.61 -1.78 -1.48
N 1.16 -0.69 -1.45
C 0.96 -3.92 -0.54
N 1.27 -4.33 0.49
F -0.49 -7.09 -4.27
C -1.41 -5.53 -6.44
C -1.90 -4.77 -7.55
N -2.30 -4.21 -8.46
C -1.51 -6.94 -6.66
N -1.63 -8.05 -6.90
Cl -5.88 0.74 -1.60
C -5.31 0.44 0.05
Cl -5.60 1.83 1.11
Cl -6.00 -1.05 0.70
C -3.85 0.26 -0.03
N -2.72 0.10 -0.11

Summary:
HOMO-LUMO gap (alpha / beta) = 5.846 / 6.088 eV
charge = +2

Here are the Löwdin charges for atoms 1 to 8, given in e: number 1, W, carries 1.445; number 2, C, carries -0.049; number 3, C, carries -0.341; number 4, C, carries -0.033; number 5, C, carries -0.157; number 6, C, carries -0.015; number 7, C, carries -0.030; number 8, C, carries -0.011

[4]
The molecule C4H8N2O. Source: OMol25; level of theory: the ωB97M-V functional and the def2-TZVPD basis.

Positions of all 15 atoms, in Å:
O -2.15 1.74 -0.70
C -1.20 1.03 -0.41
N -0.29 0.61 -1.35
C 0.65 -0.47 -1.08
C 1.15 -0.41 0.36
C -0.02 -0.46 1.31
N -0.92 0.62 0.89
H -0.59 0.76 -2.31
H 0.20 -1.45 -1.27
H 1.51 -0.36 -1.74
H 1.66 0.55 0.52
H 1.77 -1.27 0.63
H 0.34 -0.34 2.35
H -0.47 -1.48 1.26
H -1.62 0.93 1.54

Summary:
structure (SMILES) = O=C1NCCCN1
HOMO-LUMO gap = 10.309 eV

Here are the Löwdin charges for atoms 1 to 8, given in e: number 1, O, carries 0.035; number 2, C, carries -0.560; number 3, N, carries 0.064; number 4, C, carries -0.195; number 5, C, carries -0.192; number 6, C, carries -0.208; number 7, N, carries 0.068; number 8, H, carries 0.143

> Number 3 is which compound?

C50H40Cl3F4N7W